Computed, not measured: 2 unconnected molecules or ions with the total composition C27H31BF5N4O in a non-equilibrium geometry, with ωB97M-V/def2-TZVPD.

Properties
- E_tot (hartree) = -1865.6136
- HOMO level (eV) = -10.842
- net charge = +1
- frontier orbital gap (eV) = 5.862
- E_LUMO (eV) = -4.980
- maximum force (Eh/bohr) = 0.064
- energy relative to the best compared isomer or geometry (same formula, charge and spin) (kJ/mol) = 17.9

Each line ends with the natural charge from an NBO analysis.
Positions of all 69 atoms, in Å:
C1 -0.7462 10.4456 0.1750  -0.426
N1 -1.6466 9.4091 0.6410  -0.451
C2 -2.4586 8.7714 -0.2526  0.683
O1 -2.5250 8.9976 -1.4589  -0.585
C3 -3.2584 7.7189 0.5291  -0.137
C4 -2.8957 6.3148 0.0910  -0.415
C5 -3.2093 6.1005 -1.3526  -0.166
C6 -2.2111 6.1471 -2.3280  0.375
F1 -0.9227 6.3268 -1.9422  -0.304
C7 -2.5067 6.0391 -3.6790  0.279
F2 -1.5213 6.0923 -4.5986  -0.277
C8 -3.8308 5.8307 -4.0749  0.309
F3 -4.1244 5.6714 -5.3765  -0.272
C9 -4.8407 5.7284 -3.1167  0.260
F4 -6.1090 5.4687 -3.4935  -0.279
C10 -4.5158 5.8523 -1.7714  0.396
F5 -5.4979 5.7364 -0.8351  -0.316
N2 -2.8782 7.9951 1.9090  -0.328
C11 -3.4316 7.2550 2.9065  0.239
C12 -3.1361 7.3719 4.2600  -0.384
C13 -3.6528 6.5957 5.3110  0.039
C14 -3.3976 6.9360 6.7032  -0.062
C15 -4.1241 6.3431 7.7793  -0.167
C16 -3.8042 6.6292 9.1040  -0.209
C17 -2.7886 7.5481 9.4206  -0.136
C18 -2.1149 8.2027 8.3754  -0.215
C19 -2.4072 7.9065 7.0455  -0.155
C20 -1.8348 9.0223 2.0538  0.333
C21 -0.5256 8.4154 2.5931  -0.637
C22 -2.3730 10.2212 2.8450  -0.639
H1 -0.8451 10.4995 -0.9151  0.268
H2 -1.0042 11.4194 0.6067  0.207
H3 0.2932 10.2136 0.4293  0.209
H4 -4.3340 7.9208 0.3632  0.248
H5 -1.8194 6.1719 0.2610  0.242
H6 -3.4506 5.6068 0.7141  0.235
H7 -4.1509 6.4916 2.5751  0.237
H8 -2.4427 8.1826 4.4986  0.216
H9 -4.3512 5.7722 5.1083  0.248
H10 -4.9404 5.6646 7.5409  0.226
H11 -4.3640 6.1501 9.9179  0.233
H12 -2.5535 7.7954 10.4584  0.238
H13 -1.3632 8.9618 8.5894  0.234
H14 -1.8479 8.4078 6.2656  0.204
H15 -0.1801 7.6447 1.8870  0.236
H16 0.2424 9.1968 2.6880  0.241
H17 -0.6770 7.9445 3.5685  0.221
H18 -3.2062 10.6592 2.2785  0.238
H19 -2.7432 9.9265 3.8284  0.220
H20 -1.5913 10.9785 2.9762  0.240
H21 -4.8450 3.2026 5.2227  -0.065
B1 -5.3227 2.0262 5.0180  -0.498
H22 -6.4535 2.1765 4.5411  0.010
H23 -4.5276 1.4398 4.2788  0.004
C23 -5.4666 1.1705 6.3440  0.369
N3 -5.7724 -0.1364 6.6119  -0.331
C24 -6.1249 -1.1739 5.6598  -0.403
C25 -5.7215 -0.3655 7.9706  -0.069
C26 -5.3858 0.8108 8.5547  -0.068
N4 -5.2348 1.7407 7.5564  -0.341
C27 -4.9068 3.1303 7.7970  -0.400
H24 -6.2811 -2.1102 6.2169  0.216
H25 -7.0523 -0.9332 5.1177  0.228
H26 -5.3288 -1.3333 4.9176  0.231
H27 -5.9229 -1.3220 8.4078  0.236
H28 -5.2485 1.0454 9.5906  0.228
H29 -4.7363 3.2972 8.8635  0.212
H30 -4.0030 3.4291 7.2534  0.231
H31 -5.7259 3.7865 7.4766  0.213